(1)
This record from the Open Molecules 2025 dataset describes an isolated molecule of C11H14O2. The level of theory is wB97M-V/def2-TZVPD.

Positions of all 27 atoms, in Å:
C -0.708 3.953 1.725
C -1.027 2.751 1.174
C -0.207 1.621 1.406
O 0.225 1.511 -0.042
C 0.788 0.426 -0.344
C 2.118 0.321 -0.664
C 2.792 -0.860 -0.939
C 2.127 -2.096 -0.569
C 0.900 -1.955 -0.183
C 0.092 -0.787 -0.181
O -1.339 -0.591 -0.207
C -2.253 -1.705 0.088
C -2.258 -2.391 -1.347
H -1.260 4.971 1.665
H 0.133 3.838 2.408
H -1.822 2.684 0.484
H 0.731 1.783 2.093
H -0.929 0.770 1.621
H 2.816 1.313 -0.574
H 3.863 -0.992 -1.417
H 2.611 -2.965 -0.768
H 0.463 -3.060 -0.330
H -3.217 -1.036 0.215
H -1.769 -2.199 0.961
H -1.337 -3.104 -1.565
H -3.056 -3.271 -1.341
H -2.508 -1.751 -2.465

Results
- ΔE to the lowest compared entry with this formula, charge and spin (kcal/mol) = 159.2
- net charge = 0
- LUMO (hartree) = 0.034
- structure (SMILES) = C=CCOc1ccccc1OCC
- HOMO energy (eV) = -8.010

(2)
This record from the Open Molecules 2025 dataset describes a 4-piece molecular cluster, C12H24O12 overall. The level of theory is wB97M-V/def2-TZVPD.

Positions of all 48 atoms, in Å:
C -2.707 -1.624 0.176
O -3.941 -2.381 -0.014
C -4.659 -2.879 1.116
O -4.181 -2.967 2.229
O -5.840 -3.500 0.629
C -6.612 -4.394 1.442
H -2.344 -0.990 -0.634
H -1.945 -2.356 0.443
H -2.775 -1.002 1.069
H -6.114 -5.361 1.504
H -7.686 -4.432 1.257
H -6.609 -4.086 2.487
C 2.535 5.706 3.520
O 2.329 4.447 3.031
C 2.444 4.259 1.710
O 2.739 5.119 0.865
O 2.268 2.990 1.444
C 1.909 2.600 0.082
H 1.848 6.418 3.064
H 3.581 5.971 3.365
H 2.421 5.561 4.594
H 2.361 3.176 -0.725
H 0.824 2.607 -0.023
H 2.123 1.548 -0.106
C -0.178 -1.329 -1.922
O -0.325 0.055 -1.839
C -0.570 0.739 -2.916
O -0.579 0.241 -4.026
O -0.647 2.075 -2.427
C -0.899 3.087 -3.375
H -1.061 -1.958 -2.039
H 0.442 -1.610 -1.070
H 0.319 -1.616 -2.848
H -1.187 3.934 -2.753
H -1.656 2.872 -4.129
H 0.036 3.355 -3.868
C 2.051 -3.284 1.876
O 2.571 -3.080 0.563
C 2.876 -1.910 0.119
O 3.050 -0.918 0.823
O 3.062 -2.015 -1.151
C 3.532 -0.907 -1.896
H 2.401 -4.303 2.041
H 0.973 -3.222 2.022
H 2.612 -2.731 2.630
H 3.707 -1.187 -2.934
H 4.572 -0.711 -1.636
H 2.928 -0.008 -1.770

Results
- ΔE to the lowest compared entry with this formula, charge and spin (kcal/mol) = 63.2
- net charge = 0
- LUMO (hartree) = 0.020
- structure (SMILES) = COC(=O)OC.COC(=O)OC.COC(=O)OC.COC(=O)OC
- HOMO energy (eV) = -10.513

(3)
This record from the Open Molecules 2025 dataset describes an isolated molecule of C3H9NS2. The level of theory is wB97M-V/def2-TZVPD.

Positions of all 15 atoms, in Å:
C 2.116 0.327 2.201
N 1.038 0.624 1.249
C 1.342 0.637 -0.149
C 0.123 1.130 -0.959
S -1.449 0.412 -0.549
S -1.022 -1.673 -0.676
H 3.120 0.514 1.835
H 1.988 1.039 3.022
H 1.944 -0.653 2.643
H 0.257 0.006 1.419
H 1.802 -0.246 -0.628
H 2.147 1.376 -0.302
H 0.077 2.192 -0.674
H 0.278 1.217 -2.035
H -0.774 -1.700 -1.984

Results
- ΔE to the lowest compared entry with this formula, charge and spin (kcal/mol) = 18.1
- net charge = 0
- LUMO (hartree) = 0.015
- structure (SMILES) = CNCCSS
- HOMO energy (eV) = -8.672

(4)
This record from the Open Molecules 2025 dataset describes C56H59GeN2OPS3SnTe as an isolated structure. The level of theory is wB97M-V/def2-TZVPD.

Positions of all 125 atoms, in Å:
Sn -1.688 -0.384 -0.216
C -2.337 2.611 3.356
C -2.441 1.372 2.506
N -1.857 1.318 1.349
N -1.238 2.517 0.974
C -1.225 2.731 -0.289
S -1.837 1.708 -1.561
S -0.577 4.296 -0.842
C -1.426 5.394 0.349
C -2.873 5.597 -0.003
C -3.839 4.704 0.448
C -5.167 4.852 0.074
C -5.545 5.900 -0.752
C -4.587 6.799 -1.203
C -3.260 6.644 -0.833
C -3.365 0.315 2.918
C -3.758 0.181 4.264
C -4.808 -0.621 4.636
C -5.531 -1.297 3.642
C -5.159 -1.212 2.324
C -4.043 -0.437 1.924
O -3.704 -0.419 0.670
H -3.037 3.357 2.977
H -1.340 3.040 3.299
H -2.602 2.407 4.388
H -0.869 6.329 0.310
H -1.300 4.940 1.329
H -3.550 3.875 1.083
H -5.905 4.142 0.425
H -6.579 6.013 -1.048
H -4.874 7.620 -1.847
H -2.513 7.340 -1.197
H -3.210 0.710 5.032
H -5.086 -0.711 5.677
H -6.382 -1.908 3.918
H -5.690 -1.748 1.548
C -2.307 -3.044 3.352
P -1.267 -2.295 2.055
C -0.856 -3.731 1.004
C 0.275 -3.682 0.190
C 0.543 -4.701 -0.712
C -0.323 -5.780 -0.818
C -1.456 -5.832 -0.021
C -1.727 -4.810 0.878
C 0.246 -2.015 3.031
C 1.215 -2.993 3.251
C 2.290 -2.732 4.084
C 2.404 -1.498 4.711
C 1.443 -0.521 4.503
C 0.372 -0.778 3.659
H -1.843 -3.971 3.691
H -3.314 -3.236 2.986
H -2.381 -2.341 4.179
H 0.957 -2.848 0.275
H 1.430 -4.650 -1.333
H -0.120 -6.573 -1.525
H -2.143 -6.663 -0.110
H -2.624 -4.863 1.482
H 1.123 -3.963 2.778
H 3.048 -3.489 4.236
H 3.251 -1.295 5.353
H 1.535 0.442 4.989
H -0.377 -0.013 3.486
Te -3.516 -2.085 -1.499
C -2.771 -3.092 -3.197
C -2.405 -2.631 -4.433
C -2.159 -3.671 -5.374
C -2.362 -4.909 -4.842
S -2.829 -4.807 -3.206
H -2.347 -1.580 -4.675
H -1.850 -3.501 -6.395
H -2.275 -5.866 -5.331
C 2.782 4.626 -3.491
C 3.565 3.520 -2.789
C 3.022 2.122 -3.086
C 1.618 1.897 -2.504
Ge 1.169 0.013 -2.247
C 0.052 -0.870 -3.567
C 0.728 -1.117 -4.934
C 1.218 -2.556 -5.120
C 2.477 -2.895 -4.326
H 3.237 5.603 -3.322
H 1.753 4.672 -3.131
H 2.751 4.455 -4.570
H 3.533 3.678 -1.707
H 4.616 3.570 -3.087
H 3.715 1.381 -2.676
H 3.002 1.966 -4.170
H 0.851 2.374 -3.116
H 1.562 2.348 -1.507
H 2.529 -0.721 -2.112
H -0.837 -0.247 -3.689
H -0.285 -1.817 -3.133
H 1.575 -0.436 -5.072
H 0.021 -0.884 -5.733
H 1.408 -2.726 -6.183
H 0.416 -3.240 -4.825
H 3.307 -2.245 -4.613
H 2.784 -3.928 -4.498
H 2.321 -2.768 -3.254
C 0.408 -0.273 -0.430
C 1.377 -0.178 0.422
C 2.564 -0.013 0.974
C 3.524 -1.134 1.163
C 4.545 -1.043 2.106
C 5.440 -2.086 2.286
C 5.336 -3.239 1.517
C 4.330 -3.334 0.564
C 3.437 -2.287 0.386
C 2.951 1.398 1.271
C 2.018 2.295 1.785
C 2.342 3.634 1.957
C 3.607 4.094 1.619
C 4.547 3.204 1.113
C 4.222 1.867 0.939
H 4.629 -0.148 2.710
H 6.220 -2.001 3.032
H 6.040 -4.049 1.650
H 4.248 -4.220 -0.052
H 2.673 -2.352 -0.378
H 1.025 1.938 2.033
H 1.605 4.318 2.358
H 3.858 5.139 1.744
H 5.533 3.556 0.838
H 4.953 1.180 0.530

Results
- ΔE to the lowest compared entry with this formula, charge and spin (kcal/mol) = 12.2
- net charge = 0
- LUMO (hartree) = -0.012
- HOMO energy (eV) = -7.376

(5)
This record from the Open Molecules 2025 dataset describes C49H55BN10P2Sc as an isolated structure. The level of theory is wB97M-V/def2-TZVPD.

Positions of all 118 atoms, in Å:
Sc 0.151 0.278 -0.575
C 1.136 2.051 -3.970
C 2.143 1.805 -2.875
C 3.513 2.053 -3.072
C 4.123 1.714 -1.864
N 3.148 1.280 -1.006
N 1.936 1.302 -1.624
B 3.293 0.387 0.311
N 2.966 -1.009 -0.102
C 3.805 -2.079 -0.118
C 3.215 -3.052 -0.871
C 1.969 -2.566 -1.238
C 0.923 -3.392 -1.951
N 1.775 -1.321 -0.753
N 1.547 2.209 1.300
C 1.377 3.173 2.384
C 0.050 3.482 2.380
C -0.670 2.655 1.486
C -2.154 2.573 1.258
N 0.221 1.806 0.825
N 4.774 0.607 0.745
C 5.457 1.802 0.804
C 6.486 1.621 1.703
C 6.349 0.291 2.213
C 7.267 -0.293 3.183
N 5.312 -0.264 1.606
H 1.680 2.149 -4.879
H 0.490 2.945 -3.886
H 0.437 1.194 -4.125
H 3.904 2.271 -4.065
H 5.181 1.718 -1.530
H 4.793 -1.984 0.366
H 3.631 -4.022 -1.159
H 0.699 -4.317 -1.442
H 1.306 -3.759 -2.891
H -0.012 -2.886 -2.159
H 2.241 3.787 2.604
H -0.368 4.350 2.820
H -2.370 2.292 0.297
H -2.564 3.572 1.348
H -2.660 1.832 1.918
H 5.289 2.747 0.331
H 7.318 2.255 1.992
H 8.234 0.298 3.154
H 7.506 -1.367 2.900
H 6.879 -0.273 4.181
C -2.698 -3.227 0.885
C -2.338 -3.141 -0.628
P -2.032 -1.516 -1.420
C -1.946 -1.847 -3.180
C -0.927 -1.224 -3.915
C -0.811 -1.443 -5.271
C -1.685 -2.368 -5.914
C -2.588 -3.098 -5.183
C -2.770 -2.749 -3.857
C -3.668 -0.537 -1.162
C -4.041 -0.031 0.080
C -5.276 0.560 0.245
C -6.121 0.753 -0.868
C -5.736 0.252 -2.098
C -4.514 -0.371 -2.266
C -1.498 -3.158 1.825
P -0.645 -1.508 2.006
C 0.735 -2.096 3.066
C 0.843 -1.759 4.431
C 1.921 -2.188 5.192
C 2.922 -2.907 4.558
C 2.730 -3.370 3.284
C 1.638 -2.964 2.524
C -1.728 -0.594 3.212
C -3.008 -1.069 3.562
C -3.764 -0.301 4.425
C -3.253 0.892 4.993
C -1.972 1.340 4.669
C -1.239 0.592 3.798
H -3.199 -4.221 1.060
H -3.456 -2.475 1.196
H -3.197 -3.582 -1.144
H -1.580 -3.819 -0.934
H -0.105 -0.761 -3.397
H -0.084 -0.957 -5.884
H -1.553 -2.442 -6.998
H -3.257 -3.787 -5.686
H -3.579 -3.253 -3.295
H -3.391 -0.071 1.021
H -5.516 0.873 1.289
H -7.037 1.405 -0.748
H -6.342 0.455 -2.953
H -4.167 -0.640 -3.239
H -0.754 -3.918 1.506
H -1.867 -3.287 2.855
H 0.104 -1.136 4.928
H 2.118 -1.831 6.215
H 3.759 -3.265 5.065
H 3.568 -3.813 2.719
H 1.613 -3.151 1.508
H -3.429 -2.004 3.201
H -4.765 -0.602 4.804
H -3.951 1.466 5.622
H -1.611 2.268 5.141
H -0.169 0.863 3.555
N -3.083 5.019 -3.741
C -2.372 4.055 -3.087
C -2.734 2.684 -3.219
C -1.953 1.733 -2.640
N -0.910 1.950 -1.802
C -0.593 3.245 -1.742
C -1.201 4.302 -2.337
H -3.946 4.788 -4.187
H -2.748 6.001 -3.838
H -3.568 2.323 -3.825
H -2.164 0.712 -2.905
H 0.317 3.522 -1.205
H -0.754 5.291 -2.293
C 2.341 1.005 1.596
H 1.711 0.281 2.050
H 3.179 1.194 2.283
H 2.072 2.742 0.535

Results
- ΔE to the lowest compared entry with this formula, charge and spin (kcal/mol) = 0.0
- net charge = +2
- spin multiplicity = 2
- LUMO (spin up / spin down) (hartree) = -0.182 / -0.191
- expectation value of S² = 0.77
- HOMO energy (spin up / spin down) (eV) = -11.380 / -12.858

Taking the records one at a time from the top gives electronic energy values of -15722.46229, -37400.63164, -26416.89352, -175491.90154, -106550.37500 eV.